[1]
C25H22N2ORhSSi as an isolated structure at a distorted geometry. Source: OMol25; level of theory: ωB97M-V/def2-TZVPD.

Last column: natural (NBO) charge in e.
Geometry (Å):
Rh 0.009 -1.319 -0.433  0.882
S -0.252 -2.926 2.516  0.292
Si -1.946 -2.768 -2.471  1.801
O -1.170 0.732 0.059  -0.525
N -1.832 -1.392 -1.400  -1.112
N 8.674 2.578 2.676  -0.312
C 0.170 3.406 2.930  -0.217
C -3.472 1.531 0.129  -0.260
C -0.180 -3.369 -2.683  -1.146
C -4.171 -0.647 -1.436  -0.266
C -2.975 -4.138 -1.719  -1.137
C 6.304 0.256 1.568  -0.158
C -2.829 -0.513 -1.048  0.212
C 4.014 0.584 0.871  -0.017
C 5.339 2.464 1.607  -0.149
C 0.076 2.667 0.640  -0.238
C 7.673 2.154 2.301  0.281
C 6.425 1.621 1.826  -0.190
C -0.668 2.362 3.302  -0.210
C -2.611 -2.278 -4.150  -1.132
C 1.751 -0.445 -0.041  -0.394
C 0.539 3.556 1.601  -0.200
C -1.139 1.471 2.350  -0.214
C 5.111 -0.255 1.098  -0.216
C -5.134 0.273 -1.057  -0.199
C -0.267 -2.478 1.064  -0.182
C -2.518 0.609 -0.255  0.218
C -0.761 1.639 1.029  0.271
C 2.786 0.036 0.382  -0.055
C -4.791 1.362 -0.271  -0.239
C 4.147 1.950 1.134  -0.221
H 5.009 -1.311 0.891  0.225
H 0.534 4.099 3.676  0.219
H -3.662 -1.992 -4.116  0.238
H 7.154 -0.392 1.732  0.228
H 3.299 2.599 0.968  0.223
H -1.789 0.648 2.621  0.222
H -0.136 -4.219 -3.369  0.253
H -4.448 -1.500 -2.041  0.206
H 0.464 -2.590 -3.101  0.242
H -0.953 2.237 4.338  0.218
H -2.050 -1.434 -4.558  0.244
H 1.188 4.370 1.305  0.218
H 0.251 -3.716 -1.738  0.234
H -6.160 0.138 -1.375  0.213
H 5.439 3.522 1.811  0.225
H -4.008 -3.828 -1.553  0.239
H -3.187 2.383 0.731  0.229
H -2.991 -5.017 -2.369  0.237
H -5.539 2.082 0.031  0.215
H 0.360 2.752 -0.400  0.235
H -2.518 -3.113 -4.848  0.238
H -2.560 -4.440 -0.755  0.236

Output
E_HOMO (alpha / beta) (eV): -7.5 / -7.5
Multiplicity: 2

***

[2]
C25H23AlBrI2N3O4PTe as an isolated structure. Source: OMol25; level of theory: ωB97M-V/def2-TZVPD.

Last column: natural (NBO) charge in e.
Geometry (Å):
I -5.990 4.899 -0.641  0.201
I -0.114 5.896 -1.113  0.220
Te 2.214 -2.421 1.199  -0.497
Br 5.334 0.781 -4.921  0.108
P 0.361 -2.131 -0.220  2.053
Al -0.074 0.990 0.001  2.009
O -0.076 -0.697 -0.562  -1.235
O 0.573 -2.757 -1.652  -0.834
O -0.975 -2.737 0.398  -0.853
O -0.162 2.686 -0.529  -0.881
N 1.911 1.006 0.086  -0.578
N 0.068 0.957 1.974  -0.588
N -2.089 1.072 -0.085  -0.585
C -1.032 -4.030 1.055  -0.068
C -3.010 0.141 0.071  0.107
C 4.148 0.915 -0.968  -0.207
C -1.371 3.238 -0.548  0.344
C 2.761 0.969 -1.057  0.174
C 2.151 0.983 -2.301  -0.196
C -0.889 1.093 2.892  0.098
C 1.349 0.832 2.369  0.181
C -4.376 0.457 0.037  -0.269
C 4.291 0.859 -3.358  -0.075
C 1.624 -4.172 -3.263  -0.626
C -3.804 2.770 -0.352  -0.120
C 1.713 0.835 3.699  -0.195
C -1.569 -3.839 2.451  -0.631
C 2.910 0.924 -3.457  -0.211
C 4.914 0.860 -2.117  -0.218
C 2.328 0.753 1.267  0.172
C -3.000 5.003 -0.788  -0.222
C 1.050 -4.108 -1.871  -0.067
C -1.653 4.557 -0.774  -0.240
C 0.716 0.981 4.651  -0.104
C -0.602 1.112 4.245  -0.231
C -2.465 2.360 -0.318  0.118
C -4.767 1.757 -0.162  -0.075
C -4.051 4.152 -0.590  -0.164
H -2.522 -3.310 2.428  0.210
H 5.992 0.820 -2.051  0.241
H 1.072 1.043 -2.396  0.222
H 2.751 0.718 3.976  0.246
H -0.032 -4.467 1.079  0.202
H 1.880 -5.202 -3.509  0.226
H 4.657 0.927 -0.015  0.217
H 2.525 -3.565 -3.337  0.220
H -5.104 -0.330 0.163  0.243
H 0.203 -4.786 -1.748  0.182
H 2.432 0.933 -4.425  0.240
H -1.403 1.228 4.960  0.248
H 0.899 -3.816 -3.994  0.221
H -0.860 -3.273 3.054  0.221
H 3.365 0.568 1.516  0.224
H 1.805 -4.337 -1.115  0.202
H -5.818 2.014 -0.187  0.246
H 0.966 0.992 5.703  0.244
H -2.656 -0.871 0.228  0.237
H -3.189 6.052 -0.970  0.248
H -1.679 -4.657 0.442  0.193
H -1.902 1.181 2.525  0.223
H -1.730 -4.808 2.924  0.230

Output
E_HOMO (eV): -10.4
Charge: +1

***

[3]
C25H23AsF5NOS4TcTe as an isolated structure at a distorted geometry. Source: OMol25; level of theory: ωB97M-V/def2-TZVPD.

Last column: natural (NBO) charge in e.
Geometry (Å):
Te 1.650 -1.809 -1.000  1.145
Tc 2.396 2.984 2.981  0.686
As 2.275 5.319 4.798  0.757
S 2.742 5.185 2.526  0.119
S 1.822 3.093 5.127  -0.028
S 3.923 5.747 5.940  -0.216
S 0.682 6.731 4.704  -0.163
F 5.344 3.457 2.201  -0.300
F 5.353 1.503 3.144  -0.317
F 3.397 2.293 0.397  -0.307
F 5.865 1.681 1.039  -0.266
F 3.327 0.553 1.805  -0.308
O -0.028 1.440 0.464  -0.490
N 0.895 2.712 2.170  -0.233
C -2.632 -2.004 0.529  -0.210
C 0.473 -3.881 -3.043  0.100
C 5.061 2.166 1.986  0.916
C 0.547 -2.493 -2.729  -0.359
C 3.522 1.923 1.749  0.410
C 1.100 -4.874 -2.140  -0.641
C -1.482 -1.695 -0.196  -0.219
C -0.105 -2.492 1.589  0.062
C -0.977 -2.076 -4.608  -0.222
C 1.220 -2.577 2.328  -0.658
C -2.038 -3.989 -5.916  -0.652
C -2.505 2.890 0.751  -0.179
C -1.250 -2.832 2.326  -0.243
C -1.328 4.408 2.209  -0.190
C -0.229 -4.301 -4.151  -0.258
C -1.332 3.202 1.474  -0.097
C -0.112 -1.592 -3.634  -0.012
C -2.500 -2.632 1.756  -0.149
C -3.598 4.939 1.493  -0.133
C -3.654 3.673 0.857  -0.193
C -1.070 -3.477 -4.860  0.079
C -2.424 5.294 2.146  -0.213
C -0.193 -1.943 0.297  -0.268
C -0.063 2.367 1.294  0.578
C -0.044 -0.130 -3.395  -0.645
H -2.300 6.212 2.684  0.234
H -0.116 -5.289 -4.547  0.231
H -3.585 -1.749 0.105  0.238
H -3.059 -4.082 -5.540  0.244
H 1.094 -2.956 3.337  0.241
H -2.551 1.960 0.156  0.239
H 1.665 -1.590 2.398  0.211
H -1.862 -5.003 -6.198  0.234
H -2.071 -3.340 -6.842  0.238
H -1.104 -3.136 3.394  0.238
H -3.380 -2.937 2.331  0.239
H -1.537 -1.062 -1.070  0.221
H -1.552 -1.416 -5.270  0.231
H 1.511 -4.343 -1.213  0.171
H -0.614 0.338 -4.193  0.245
H -0.512 0.125 -2.384  0.211
H -4.424 5.631 1.340  0.247
H 1.898 -3.261 1.819  0.222
H 0.448 -5.698 -1.830  0.255
H 2.031 -5.388 -2.507  0.253
H -4.500 3.361 0.214  0.243
H 0.988 0.165 -3.479  0.224
H -0.495 4.696 2.888  0.206

Output
E_HOMO (alpha / beta) (eV): -13.6 / -13.6
Multiplicity: 2
Charge: +2

***

[4]
C25H23ClN2O9PdS3 as an isolated structure. Source: OMol25; level of theory: ωB97M-V/def2-TZVPD.

Last column: natural (NBO) charge in e.
Geometry (Å):
Pd 0.294 -0.305 -0.109  1.081
Cl -6.121 2.097 1.167  -0.006
S 1.447 2.159 0.896  2.408
S 1.583 -1.032 2.477  2.411
S 2.198 -1.303 -2.105  0.746
O -0.997 0.655 -1.247  -0.666
O 1.739 3.538 0.624  -0.954
O 0.120 1.863 1.389  -0.979
O 1.235 -2.638 -1.911  -0.566
O -1.167 -1.694 0.248  -0.596
O 2.169 -2.153 3.163  -0.973
O 0.224 -0.694 2.801  -0.951
O 1.764 -1.200 0.987  -1.036
O 1.760 1.248 -0.269  -1.014
N 4.526 -1.443 -0.795  -0.343
N 3.087 -3.294 -0.801  -0.516
C -2.249 -1.197 0.606  0.450
C 2.650 0.386 2.816  -0.238
C 3.426 -2.038 -1.161  0.312
C -0.197 -4.902 -1.261  -0.151
C 2.626 1.626 2.161  -0.350
C 4.588 1.101 4.081  -0.214
C -2.760 0.097 0.284  -0.251
C 4.723 -0.026 -1.108  -0.243
C 3.630 0.145 3.768  -0.218
C -0.277 -7.035 -0.162  -0.159
C -4.595 1.639 0.483  -0.095
C 1.127 -4.764 -0.850  -0.100
C 1.873 -3.568 -1.174  0.628
C -0.894 -6.044 -0.915  -0.217
C -4.002 0.461 0.840  -0.162
C 5.178 -1.868 1.549  -0.637
C 4.577 2.315 3.423  -0.207
C -2.114 0.951 -0.661  0.427
C 1.040 -6.890 0.254  -0.217
C 5.460 0.175 -2.420  -0.620
C -2.774 2.152 -1.011  -0.271
C 3.597 2.568 2.472  -0.193
C 1.747 -5.752 -0.085  -0.143
C 5.489 -2.121 0.085  -0.209
C -3.975 2.487 -0.446  -0.152
H -0.678 -4.116 -1.826  0.236
H 1.510 -7.659 0.851  0.225
H 3.559 3.521 1.965  0.253
H 3.745 0.469 -1.094  0.255
H -4.481 -0.198 1.551  0.225
H 5.610 1.240 -2.594  0.234
H -2.913 -1.849 1.187  0.157
H -2.283 2.812 -1.711  0.233
H -1.924 -6.160 -1.224  0.224
H 5.335 0.885 4.834  0.217
H 5.460 -3.184 -0.146  0.227
H 6.436 -0.311 -2.407  0.212
H 5.276 0.402 -0.271  0.227
H 6.472 -1.739 -0.196  0.204
H 5.315 3.073 3.647  0.217
H 4.892 -0.222 -3.262  0.210
H 3.636 -0.815 4.263  0.249
H 2.767 -5.609 0.241  0.236
H 5.874 -2.427 2.174  0.223
H 5.272 -0.811 1.802  0.216
H -0.831 -7.924 0.110  0.222
H 4.164 -2.187 1.789  0.254
H -4.454 3.422 -0.703  0.229

Output
E_HOMO (eV): -7.9